# 1
The following is a DFT calculation (wB97M-V/def2-TZVPD) of 2 unconnected molecules or ions with the total composition C25H29N2.

The HOMO-LUMO gap is 4.356 eV. As for the net charge: +1. The calculation puts the LUMO energy at -4.98 eV. The energy above the lowest of the compared OMol25 structures with the same formula, charge and spin comes out at 31.2 kcal per mole. The largest force on an atom is 2.45 eV/A.

XYZ file:
```
56
C25H29N2 | the Open Molecules 2025 dataset | wB97M-V/def2-TZVPD
C -3.15614 -1.40543 2.85027
C -3.24884 0.14385 2.65394
C -1.84198 0.55597 2.44938
C -0.96014 -0.45985 2.71180
N 0.37052 -0.38393 2.75874
C 1.23352 -1.51859 3.03560
C 2.66529 -0.97459 2.92849
C 2.55319 0.55337 2.75092
C 1.05598 0.89315 2.70983
C -1.66967 -1.75571 3.04098
H -3.75048 -1.73544 3.70543
H -3.53677 -1.90859 1.95766
H -3.91479 0.40457 1.82759
H -3.66874 0.59008 3.56527
H -1.54900 1.56893 2.18306
H 1.04638 -1.92348 4.04597
H 1.04666 -2.34428 2.32889
H 3.22624 -1.22799 3.83237
H 3.17039 -1.43244 2.07181
H 3.02270 1.07985 3.58644
H 3.03288 0.88111 1.82360
H 0.77668 1.46099 1.80569
H 0.78053 1.52126 3.57696
H -1.46749 -2.05593 4.08194
H -1.35580 -2.59076 2.39835
C 0.90951 -0.91680 -3.25458
N 0.04849 0.18240 -2.86988
C 0.32441 1.06080 -1.86927
C -0.75911 1.97021 -1.72730
C -0.88340 2.95070 -0.74733
C -1.88983 3.97318 -0.70029
C -2.33122 4.68014 -1.85723
C -3.37598 5.59977 -1.77522
C -4.00547 5.84917 -0.54698
C -3.54227 5.21213 0.61415
C -2.47427 4.32508 0.54838
C -1.75192 1.56928 -2.73475
C -3.05846 1.93943 -3.01654
C -3.75558 1.27631 -4.04252
C -3.18074 0.19561 -4.72837
C -1.88260 -0.24158 -4.41389
C -1.19788 0.46780 -3.43478
H 0.42452 -1.50105 -4.04109
H 1.87386 -0.54105 -3.62290
H 1.10438 -1.56592 -2.38965
H 1.26082 1.02327 -1.31700
H -0.15834 2.91210 0.07051
H -1.84384 4.49100 -2.81608
H -3.71190 6.11808 -2.67570
H -4.84536 6.54359 -0.49217
H -4.02092 5.40748 1.57600
H -2.09123 3.84016 1.45129
H -3.53314 2.73449 -2.44772
H -4.76429 1.59906 -4.30098
H -3.74675 -0.32154 -5.50316
H -1.41319 -1.09756 -4.89730
```

---

# 2
The following is a DFT calculation (wB97M-V/def2-TZVPD) of a molecular structure, C20H22N3PtSSbSe4.

The HOMO-LUMO gap is 5.216 eV. As for the net charge: -2. The calculation puts the LUMO energy at 4.31 eV. The energy above the lowest of the compared OMol25 structures with the same formula, charge and spin comes out at 0.0 kcal per mole. The largest force on an atom is 1.18 eV/A.

XYZ file:
```
52
C20H22N3PtSSbSe4 | the Open Molecules 2025 dataset | wB97M-V/def2-TZVPD
Pt -0.27452 -1.54678 -0.06212
C -0.45427 -1.44820 4.30743
C 0.85106 -1.06850 4.60870
C 1.76527 -0.94395 3.57574
C 1.37274 -1.18968 2.26274
C 0.04904 -1.54595 1.92317
C -0.84620 -1.67460 2.99629
C 2.32472 -1.15836 1.13593
C 3.66425 -0.68729 1.25660
C 4.48300 -0.71384 0.17950
C 4.03192 -1.29696 -1.03027
C 4.84752 -1.41901 -2.18145
C 4.38714 -2.07928 -3.28201
C 3.09939 -2.66559 -3.26948
C 2.27886 -2.52355 -2.19124
C 2.71881 -1.79995 -1.06294
N 1.86330 -1.63424 0.00112
H -1.17600 -1.56974 5.10925
H 1.14966 -0.86801 5.63083
H 2.78415 -0.65456 3.80469
H -1.87209 -1.95980 2.79399
H 4.00480 -0.29082 2.20112
H 5.49034 -0.31446 0.23539
H 5.83363 -0.96706 -2.17510
H 5.00484 -2.15093 -4.16908
H 2.73721 -3.21262 -4.12899
H 1.28436 -2.94974 -2.18438
Se -4.77097 0.39264 -2.34772
Sb -3.32010 -1.60965 -2.21776
Se -0.80662 -0.88677 -2.47053
Se -2.68955 -1.66201 0.26618
Se -0.29444 -1.99032 -4.49437
C -2.15046 3.74745 -2.55848
C -1.72207 2.31643 -2.25882
N -2.12477 1.92925 -0.91827
C -1.29306 1.66879 0.10204
S 0.38845 1.65749 -0.05045
N -1.87164 1.39450 1.29245
C -3.30407 1.31734 1.52993
C -3.95151 2.69430 1.65459
H -1.86097 4.02149 -3.57596
H -1.67361 4.44257 -1.86322
H -3.23422 3.85414 -2.47207
H -0.64227 2.21425 -2.32442
H -2.18460 1.62100 -2.95910
H -3.09253 1.62783 -0.84594
H -1.24423 0.97195 1.95763
H -3.43001 0.76448 2.46070
H -3.78328 0.72516 0.74593
H -3.46822 3.27533 2.44343
H -5.01178 2.59096 1.89540
H -3.86639 3.25489 0.72341
```

---

# 3
The following is a DFT calculation (wB97M-V/def2-TZVPD) of 2 unconnected molecules or ions with the total composition CN3O3.

The HOMO-LUMO gap (spin up / spin down) is 9.000 / 9.002 eV. As for the net charge: -1. The calculation puts the LUMO energy (spin up / spin down) at 3.48 / 3.48 eV. The energy above the lowest of the compared OMol25 structures with the same formula, charge and spin comes out at 19.0 kcal per mole. The largest force on an atom is 3.50 eV/A.

XYZ file:
```
7
CN3O3 | the Open Molecules 2025 dataset | wB97M-V/def2-TZVPD
C 1.79405 -0.21984 -0.45149
N 2.30604 -0.84984 -1.27811
N -0.47602 0.88585 -0.05093
N -1.30681 0.07111 0.36834
O -1.22726 -1.01323 0.89845
O -2.39445 0.66964 0.06526
O 1.30444 0.45631 0.44848
```